[1]
DFT (ωB97M-V with the def2-TZVPD basis set) results for a molecular structure, C19H43OP3SW in a non-equilibrium geometry.

Each line ends with the Löwdin spin population.
Positions of all 68 atoms, in Å:
W1 -0.1614 -0.5304 1.0345  1.6123
P1 0.2390 -2.3236 -0.3442  0.0801
P2 2.0934 -0.1369 1.5266  0.0464
P3 -2.4281 0.0915 0.3768  0.0474
H1 2.2567 3.8143 -0.7095  -0.0001
C1 1.1736 3.9835 -0.6520  0.0031
C2 0.5737 4.3834 0.4740  0.0032
H2 1.1270 4.5439 1.4051  0.0000
C3 1.4101 -1.9702 -1.7318  0.0046
C4 1.0039 -3.8056 0.4096  0.0220
C5 -1.1395 -2.9830 -1.3460  0.0250
C6 2.5313 1.4757 2.2567  0.0088
C7 2.6947 -1.3168 2.8331  0.0382
C8 3.4373 -0.2846 0.3044  -0.0046
C9 -2.8754 1.6870 1.1431  -0.0007
C10 -3.5062 -1.1689 1.1796  0.0335
C11 -3.1933 0.2328 -1.2548  0.0020
H3 0.5941 3.7350 -1.5512  -0.0002
H4 -0.4998 4.6002 0.5046  0.0000
H5 0.8261 -1.9081 -2.6583  0.0002
H6 2.1542 -2.7778 -1.8034  -0.0003
H7 1.9216 -1.0094 -1.6113  0.0002
H8 0.8188 -4.6525 -0.2675  0.0024
H9 0.5591 -4.0187 1.3894  0.0003
H10 2.0863 -3.6530 0.5261  -0.0001
H11 -0.7877 -3.9144 -1.8168  0.0021
H12 -1.3849 -2.2424 -2.1202  0.0001
H13 -2.0232 -3.1883 -0.7299  -0.0001
H14 3.6150 1.4765 2.4474  0.0001
H15 2.0075 1.6404 3.2045  0.0002
H16 2.2819 2.2815 1.5563  0.0001
H17 3.7860 -1.1972 2.9117  0.0055
H18 2.4606 -2.3569 2.5740  0.0012
H19 2.2440 -1.0845 3.8064  0.0002
H20 4.3926 -0.0914 0.8151  -0.0006
H21 3.2952 0.4627 -0.4862  0.0001
H22 3.4691 -1.2862 -0.1382  0.0000
H23 -3.9558 1.8394 1.0034  -0.0009
H24 -2.3205 2.4885 0.6363  0.0007
H25 -2.6357 1.7132 2.2142  0.0003
H26 -4.5221 -1.0036 0.7945  0.0049
H27 -3.5109 -1.0680 2.2726  0.0003
H28 -3.1954 -2.1880 0.9155  0.0028
H29 -4.2478 0.5188 -1.1289  0.0004
H30 -3.1228 -0.7208 -1.7874  0.0001
H31 -2.6524 0.9882 -1.8302  0.0000
C12 -0.3247 0.8648 -3.4363  0.0011
C13 0.7205 0.5107 -4.3760  -0.0018
C14 0.7635 1.0923 -5.6293  0.0009
C15 -0.1763 2.0673 -6.0047  0.0010
C16 -1.1541 2.4744 -5.0935  -0.0001
C17 -1.2255 1.9326 -3.8324  0.0015
O1 -0.4743 0.2304 -2.3413  0.0048
H32 0.4626 -0.3665 2.5379  0.0105
H33 1.4402 -0.2436 -4.0618  -0.0001
H34 1.5516 0.7967 -6.3143  0.0000
H35 -0.1269 2.5137 -6.9915  0.0000
H36 -1.8703 3.2557 -5.3637  0.0000
H37 -1.9682 2.2660 -3.1024  0.0000
C18 -0.8189 -2.0500 3.6838  0.0357
S1 -1.1293 -0.2995 3.2556  -0.0097
C19 -0.1549 0.6169 4.6072  -0.0018
H38 -0.6394 -2.6238 2.7641  0.0138
H39 -1.7531 -2.3783 4.1615  0.0027
H40 0.0154 -2.1178 4.3938  0.0014
H41 -0.8891 0.7934 5.4025  -0.0012
H42 0.6762 0.0104 4.9841  0.0003
H43 0.1848 1.5790 4.2092  0.0001

Forces on the atoms, in the same order (eV/Å):
W -0.8 3.1 0.2
P 0.9 -3.7 -2.5
P 3.9 -0.2 0.9
P -2.2 0.2 0.0
H -0.4 0.2 0.0
C -0.1 -0.6 0.3
C 0.0 -0.2 -0.2
H -0.1 0.2 -0.4
C 0.2 0.6 -0.2
C -0.1 0.1 0.4
C -0.4 0.1 0.3
C -0.4 0.2 0.0
C 0.0 0.1 -0.3
C -0.1 -0.1 -0.4
C 0.2 0.1 0.0
C 0.0 0.1 0.0
C 0.3 0.0 -0.4
H 0.2 0.5 0.3
H 0.4 -0.1 0.0
H 0.2 -0.2 0.4
H -0.3 0.2 0.1
H 0.0 -0.3 -0.1
H 0.1 0.2 0.2
H 0.1 -0.2 -0.2
H -0.3 -0.1 0.0
H -0.2 0.3 0.1
H 0.0 -0.3 0.2
H 0.2 -0.1 -0.3
H -0.3 0.0 -0.1
H 0.2 0.0 -0.2
H 0.1 -0.1 0.2
H -0.3 -0.1 0.0
H 0.1 0.2 0.1
H 0.1 0.0 -0.2
H -0.3 0.0 -0.1
H 0.2 -0.1 0.1
H 0.1 0.2 0.1
H 0.3 0.0 0.1
H -0.2 -0.1 0.1
H -0.2 0.1 -0.3
H 0.2 -0.1 0.2
H -0.1 0.0 -0.3
H -0.1 0.2 0.0
H 0.3 -0.1 0.0
H -0.1 0.2 0.0
H -0.4 -0.2 0.2
C -0.4 -2.0 3.3
C 1.0 0.0 -2.0
C 1.2 -1.5 1.3
C 0.2 -0.2 -0.1
C -1.6 0.7 1.8
C -1.0 1.3 -0.9
O 0.7 2.2 -3.3
H 1.4 0.1 0.3
H -0.1 0.2 -0.2
H -0.1 0.1 0.0
H 0.0 0.0 -0.1
H 0.3 -0.3 0.0
H 0.2 0.0 -0.4
C -0.7 -0.2 0.6
S -1.1 0.0 2.1
C -0.3 -0.2 -0.5
H 0.0 0.1 0.3
H 0.4 -0.2 -0.1
H -0.2 0.0 -0.3
H 0.1 -0.1 -0.2
H -0.2 0.1 -0.2
H -0.2 -0.2 0.0

- charge = +4
- F_max (Eh/bohr) = 0.0880
- expectation value of S² = 2.0160
- HOMO level (spin up / spin down) (eV) = -19.92 / -19.91
- multiplicity = 3
- energy above the lowest of the compared OMol25 structures with the same formula, charge and spin (kcal per mole) = 79.2

=====

[2]
DFT (ωB97M-V with the def2-TZVPD basis set) results for a molecular structure, C19H44BeN3O2P2 in a non-equilibrium geometry.

Each line ends with the Mulliken charge.
Positions of all 71 atoms, in Å:
Be1 0.6996 0.5862 1.8802  -1.4001
P1 0.1686 -2.1668 -2.2570  0.5690
P2 0.6128 2.3494 0.6295  -0.1176
N1 0.8096 0.8272 -2.5026  0.0906
C1 1.1018 -1.3947 -3.6195  -0.6249
H1 1.8670 -2.0904 -4.0043  0.4139
H2 0.3726 -1.1967 -4.4160  0.4673
C2 1.7335 -0.0434 -3.2092  -0.7114
H3 2.6407 -0.2222 -2.6023  0.2529
H4 2.0498 0.5345 -4.0898  0.5235
C3 1.1829 2.1972 -2.2357  -1.7649
H5 0.2683 2.7815 -2.3455  0.5539
H6 1.8306 2.5564 -3.0532  0.5869
C4 1.7336 2.5435 -0.8281  -0.5738
H7 2.0254 3.6063 -0.8445  0.6206
H8 2.6189 1.9131 -0.6786  0.5678
C5 1.3125 3.4025 2.0306  0.0754
C6 2.5254 2.7344 2.7087  -1.4891
H9 3.2766 2.3579 2.0060  0.4037
H10 2.2033 1.8982 3.3469  0.1281
H11 3.0230 3.4514 3.3771  0.5102
C7 -0.9701 3.0779 0.0044  0.9057
C8 -2.1966 2.6297 0.8090  -1.3607
H12 -3.0961 3.1005 0.3818  0.5950
H13 -2.1362 2.9368 1.8591  0.3139
H14 -2.3380 1.5409 0.7688  0.0326
C9 -1.5828 -2.6285 -2.4673  0.5524
C10 -2.1782 -3.2278 -1.1834  -1.3244
H15 -3.2732 -3.2569 -1.2812  0.5007
H16 -1.9613 -2.6269 -0.2896  0.1145
H17 -1.8173 -4.2523 -1.0146  0.2938
C11 1.2375 -3.1656 -1.1775  0.7887
C12 0.7607 -3.2372 0.2845  -1.3036
H18 1.4503 -3.8987 0.8323  0.4650
H19 -0.2635 -3.6323 0.3922  0.2261
H20 0.8234 -2.2358 0.7377  -0.1892
C13 1.9634 -0.1374 0.9698  0.7393
O1 2.8107 -0.4735 0.2350  -0.4995
C14 -0.8882 4.5989 -0.1732  -1.5138
H21 0.0268 5.0390 0.2439  0.2934
H22 -0.9263 4.8531 -1.2414  0.3287
H23 -1.7516 5.0855 0.3012  0.4420
C15 -1.8141 -3.4897 -3.7111  -1.4676
H24 -2.8831 -3.7017 -3.8093  0.4238
H25 -1.4896 -2.9784 -4.6237  0.3755
H26 -1.2777 -4.4414 -3.6360  0.3145
C16 1.5327 -4.5343 -1.7968  -1.4744
H27 2.2857 -5.0206 -1.1581  0.4481
H28 0.6277 -5.1686 -1.8367  0.2837
H29 1.9536 -4.4280 -2.8108  0.3537
C17 0.2170 3.6785 3.0745  -1.2270
H30 -0.2653 2.7466 3.4036  0.0632
H31 0.6472 4.1324 3.9782  0.4400
H32 -0.5632 4.3524 2.7065  0.2486
H33 1.6334 4.3454 1.5576  0.6639
H34 2.1654 -2.5587 -1.1793  0.3367
H35 -1.0799 2.6361 -0.9929  0.4062
H36 -2.0702 -1.6468 -2.6182  0.4600
H37 0.3449 0.3673 -1.7004  0.0797
H38 -0.1171 -1.0081 -1.5186  -0.4732
C18 -3.2005 -0.8101 2.9601  -0.6600
N2 -1.9812 -1.0777 3.7441  -0.2202
C19 -0.7729 -0.7151 3.3784  0.5812
N3 0.3086 -0.9400 4.1960  -0.3460
O2 -0.6442 -0.0274 2.2728  0.5200
H39 -3.0337 -0.9278 1.8824  0.1299
H40 -3.5784 0.1996 3.1708  0.2660
H41 -3.9389 -1.5491 3.2901  0.3480
H42 -2.0743 -1.5706 4.6343  0.2276
H43 1.2206 -1.1663 3.7882  0.1811
H44 0.0977 -1.4130 5.0701  0.2339

Forces on the atoms, in the same order (eV/Å):
Be 1.5 -0.5 -3.0
P 0.0 1.4 1.4
P 0.1 -1.0 1.2
N -0.9 -1.0 0.2
C -0.3 -0.1 -0.7
H -0.3 0.3 0.1
H 0.1 -0.2 0.0
C 0.6 0.6 1.1
H -0.1 -0.2 -0.2
H 0.0 -0.6 -0.1
C -0.8 0.6 0.2
H 0.0 0.2 -0.2
H 0.1 -0.2 0.5
C 0.7 -0.1 -0.3
H 0.2 -0.3 0.0
H 0.0 0.3 0.3
C 0.1 1.0 -0.7
C 0.0 0.3 0.2
H -0.2 0.0 0.1
H 0.1 0.2 -0.4
H -0.2 0.1 -0.2
C 0.0 -0.1 0.2
C -0.3 0.0 0.0
H 0.2 -0.1 0.1
H 0.0 -0.1 -0.2
H 0.2 0.2 0.1
C -0.3 -0.1 -0.7
C -0.1 -0.1 0.1
H 0.3 -0.1 -0.1
H 0.0 -0.1 -0.3
H -0.1 0.3 -0.1
C 0.2 0.0 -0.1
C -0.1 0.0 0.1
H -0.2 0.2 -0.2
H 0.6 0.1 0.0
H -0.2 -0.3 -0.1
C -2.7 0.3 0.9
O 1.5 -0.4 -0.6
C -0.2 0.4 -0.2
H -0.3 0.0 -0.1
H 0.1 0.1 0.3
H 0.3 0.0 -0.1
C -0.1 -0.1 0.0
H 0.2 0.0 0.0
H 0.0 -0.1 0.1
H -0.1 0.1 0.0
C 0.1 -0.1 0.0
H -0.3 0.0 -0.3
H 0.4 0.2 0.0
H -0.2 -0.2 0.3
C 0.1 0.1 0.0
H 0.1 0.0 -0.1
H 0.0 -0.1 -0.3
H 0.1 -0.1 0.0
H 0.0 0.0 0.4
H -0.3 -0.2 0.0
H 0.0 -0.1 0.2
H 0.3 -0.3 -0.1
H 0.9 1.1 -0.5
H 0.2 -0.7 0.6
C 0.0 0.0 0.5
N -1.1 -0.8 0.7
C 1.6 1.9 -2.0
N -0.7 -0.6 -0.1
O -1.0 -2.2 2.9
H 0.2 0.1 0.4
H 0.1 -0.3 -0.2
H 0.1 0.3 -0.2
H -0.1 0.2 -0.7
H -0.6 0.6 0.0
H 0.3 0.1 -0.2

- charge = +1
- F_max (Eh/bohr) = 0.0737
- HOMO level (spin up / spin down) (eV) = -6.38 / -6.38
- multiplicity = 1

=====

Q: F_max of number 1 (C19H43OP3SW)?
A: 0.0880 Eh/bohr